Molecular formula: C37H69Br2F3O10S
Method: DFT, ωB97M-V/def2-TZVPD

## Properties
Gap between HOMO and LUMO   9.69 eV
SMILES string   CCCO[C@]1(CCC(C)C)OS(=O)(=O)O[C@@]1(CCC)CC[C@](F)(Br)C(F)(F)Br.C1CCOC1.C1CCOC1.C1CCOC1.C1CCOC1.C1CCOC1
2S+1   1

```
122
C37H69Br2F3O10S, DFT ωB97M-V/def2-TZVPD
C -2.486 5.629 0.321
C -2.077 4.432 -0.554
C -3.070 3.251 -0.414
O -2.289 2.096 -0.126
C -3.009 0.919 0.120
C -3.781 0.370 -1.097
C -5.139 -0.290 -0.743
C -6.437 0.571 -0.927
C -7.335 0.374 0.322
C -6.221 2.083 -1.068
O -3.864 1.118 1.265
S -2.868 1.527 2.489
O -2.532 2.898 2.580
O -3.507 1.064 3.664
O -1.602 0.694 1.957
C -1.924 -0.046 0.741
C -0.761 -0.087 -0.259
C 0.447 0.786 0.164
C 1.716 0.514 -0.696
C -2.576 -1.387 1.163
C -1.623 -2.554 1.519
C -0.878 -2.520 2.866
F -0.735 -3.831 3.232
Br -1.840 -1.668 4.320
C 0.580 -1.907 2.798
F 0.663 -0.721 3.351
F 1.077 -1.910 1.573
Br 1.811 -3.030 3.872
H -2.416 5.342 1.374
H -3.471 6.041 0.048
H -1.756 6.440 0.190
H -1.923 4.734 -1.594
H -1.113 4.093 -0.159
H -3.623 3.190 -1.356
H -3.759 3.528 0.389
H -3.829 1.098 -1.905
H -3.141 -0.439 -1.471
H -5.245 -1.141 -1.427
H -5.158 -0.717 0.261
H -7.002 0.153 -1.767
H -6.972 1.031 1.125
H -7.309 -0.651 0.705
H -8.366 0.688 0.129
H -7.206 2.531 -1.247
H -5.777 2.462 -0.148
H -5.636 2.337 -1.957
H -0.354 -1.091 -0.425
H -1.043 0.282 -1.248
H 0.711 0.619 1.207
H 0.173 1.839 0.064
H 2.454 0.015 -0.066
H 1.447 -0.090 -1.569
H 2.128 1.460 -1.055
H -3.123 -1.723 0.270
H -3.347 -1.221 1.917
H -0.939 -2.735 0.687
H -2.251 -3.449 1.569
C 2.765 -7.772 1.479
C 2.365 -6.455 2.126
C 2.046 -5.598 0.913
O 1.560 -6.484 -0.107
C 1.819 -7.837 0.291
H 2.674 -8.632 2.142
H 3.800 -7.717 1.132
H 1.466 -6.596 2.731
H 3.138 -6.023 2.760
H 2.944 -5.101 0.530
H 1.292 -4.839 1.124
H 0.863 -8.294 0.569
H 2.239 -8.392 -0.549
C -6.309 9.313 -1.344
C -6.945 8.554 -2.499
C -6.141 7.264 -2.504
O -5.746 7.019 -1.149
C -6.005 8.190 -0.365
H -6.949 10.085 -0.919
H -5.380 9.784 -1.675
H -7.993 8.342 -2.273
H -6.904 9.084 -3.450
H -5.233 7.363 -3.109
H -6.714 6.412 -2.875
H -6.864 7.982 0.281
H -5.141 8.404 0.265
C 5.227 -6.969 -3.527
C 4.385 -6.644 -2.301
C 4.594 -5.147 -2.166
O 4.802 -4.639 -3.492
C 5.009 -5.734 -4.389
H 4.938 -7.893 -4.028
H 6.280 -7.049 -3.245
H 3.333 -6.858 -2.506
H 4.677 -7.197 -1.408
H 5.486 -4.922 -1.575
H 3.740 -4.644 -1.711
H 4.113 -5.837 -5.011
H 5.859 -5.517 -5.039
C 9.162 -3.875 0.921
C 9.168 -3.956 -0.597
C 8.153 -5.057 -0.856
O 7.194 -4.998 0.214
C 7.700 -4.133 1.241
H 9.521 -2.924 1.312
H 9.783 -4.672 1.338
H 8.814 -3.014 -1.021
H 10.148 -4.174 -1.021
H 8.622 -6.047 -0.831
H 7.641 -4.937 -1.813
H 7.119 -3.205 1.217
H 7.560 -4.606 2.214
C 2.308 6.712 1.665
C 1.935 5.521 2.537
C 1.533 4.489 1.496
O 2.313 4.760 0.325
C 2.953 6.031 0.467
H 2.969 7.426 2.155
H 1.404 7.242 1.353
H 2.812 5.175 3.089
H 1.143 5.730 3.255
H 0.476 4.586 1.229
H 1.714 3.464 1.826
H 4.021 5.857 0.638
H 2.839 6.602 -0.455
```


Molecular formula: C37H69BrCl12FN2O6S
Method: DFT, ωB97M-V/def2-TZVPD

## Properties
Total charge   +1
Gap between HOMO and LUMO   6.82 eV
2S+1   1

```
129
C37H69BrCl12FN2O6S, DFT ωB97M-V/def2-TZVPD
C 3.782 1.215 3.991
C 2.741 1.481 3.126
C 3.070 1.425 1.663
O 3.566 0.456 1.187
O 2.767 2.526 0.971
C 3.290 2.437 -0.367
C 2.332 1.590 -1.223
C 2.999 1.248 -2.568
C 2.027 0.768 -3.669
C 1.139 -0.434 -3.212
C -0.386 -0.203 -3.452
C -1.318 -0.435 -2.238
Br -0.670 0.139 -0.489
C -2.439 0.656 -2.525
F -2.809 0.700 -3.853
C -2.068 2.126 -2.220
C -2.786 3.126 -3.153
C -1.990 3.448 -4.446
C -0.891 4.523 -4.264
O -0.410 4.651 -2.935
C -3.817 0.113 -1.786
S -5.118 -0.041 -3.084
C -4.227 0.835 -0.488
C -5.578 0.384 0.061
O -5.435 -0.795 0.905
C -6.281 -0.670 1.987
O -7.430 -0.581 1.897
C -3.305 -1.295 -1.339
N -2.158 -1.674 -2.230
O -2.666 -2.088 -3.457
C -1.600 -2.942 -1.566
C -0.079 -3.020 -1.500
C 0.285 -4.470 -1.068
C 1.835 -4.602 -1.069
C 2.462 -4.551 0.341
N 3.382 -3.409 0.458
H 4.223 2.051 4.571
H 4.215 0.219 4.114
H 1.735 1.699 3.488
H 3.298 3.442 -0.794
H 4.284 1.990 -0.411
H 1.369 2.097 -1.368
H 2.153 0.645 -0.709
H 3.773 0.492 -2.395
H 3.517 2.140 -2.950
H 2.653 0.458 -4.513
H 1.430 1.618 -4.029
H 1.410 -0.749 -2.203
H 1.423 -1.261 -3.870
H -0.490 0.815 -3.821
H -0.673 -0.843 -4.293
H -0.998 2.252 -2.401
H -2.283 2.411 -1.191
H -2.838 4.067 -2.595
H -3.820 2.846 -3.360
H -2.660 3.713 -5.267
H -1.496 2.514 -4.746
H -0.021 4.305 -4.897
H -1.276 5.475 -4.642
H 0.283 4.001 -2.773
H -5.599 1.224 -3.098
H -3.464 0.805 0.293
H -4.366 1.897 -0.739
H -6.321 0.204 -0.716
H -5.963 1.199 0.681
H -5.787 -0.644 2.973
H -3.067 -1.251 -0.281
H -4.189 -1.950 -1.357
H -3.503 -2.562 -3.308
H -1.922 -3.779 -2.186
H -2.025 -3.135 -0.581
H 0.409 -2.874 -2.466
H 0.356 -2.391 -0.721
H -0.207 -5.170 -1.746
H -0.154 -4.680 -0.086
H 2.097 -5.541 -1.562
H 2.229 -3.771 -1.664
H 1.723 -4.536 1.144
H 3.026 -5.483 0.470
H 3.060 -2.611 -0.073
H 3.533 -3.174 1.430
Cl -4.360 5.980 1.431
C -3.364 7.397 0.998
C -2.018 6.994 0.453
Cl -0.979 6.262 1.700
H -3.269 8.025 1.882
H -3.916 7.953 0.241
H -1.491 7.870 0.077
H -2.112 6.284 -0.359
Cl -0.777 -2.746 -5.786
C 0.301 -3.250 -7.119
C 1.559 -3.915 -6.619
Cl 2.639 -2.773 -5.780
H 0.525 -2.371 -7.719
H -0.265 -3.948 -7.734
H 2.118 -4.320 -7.461
H 1.334 -4.730 -5.934
Cl 2.393 -1.544 3.982
C 1.602 -2.733 5.049
C 1.195 -3.978 4.300
Cl -0.129 -3.658 3.150
H 0.747 -2.251 5.517
H 2.319 -2.991 5.827
H 0.835 -4.732 4.998
H 2.030 -4.399 3.744
Cl 1.206 -6.821 2.027
C -0.348 -7.680 1.938
C -0.470 -8.479 0.666
Cl -0.590 -7.418 -0.763
H -1.142 -6.941 2.029
H -0.402 -8.345 2.799
H -1.374 -9.085 0.698
H 0.380 -9.142 0.520
Cl 1.103 4.472 4.664
C 0.806 6.230 4.718
C 0.544 6.710 6.124
Cl -1.011 6.117 6.758
H -0.030 6.457 4.064
H 1.696 6.717 4.322
H 0.498 7.798 6.136
H 1.330 6.393 6.806
Cl 5.451 2.341 6.284
C 4.592 1.859 7.767
C 5.246 0.679 8.440
Cl 5.072 -0.814 7.482
H 3.558 1.645 7.501
H 4.603 2.720 8.434
H 4.771 0.497 9.403
H 6.306 0.852 8.607
```


Molecular formula: C37H69F13O11S
Method: DFT, ωB97M-V/def2-TZVPD

## Properties
Gap between HOMO and LUMO   6.59 eV
SMILES string   COCCCCCCCCCCCC[C@@]1(CCC(F)(F)C(F)(F)C(F)(F)C(F)(F)S(F)(F)(F)(F)F)OC(=O)O[C@@]1(C)COC.COCCOC.COCCOC.COCCOC
2S+1   1

```
131
C37H69F13O11S, DFT ωB97M-V/def2-TZVPD
C 4.755 1.841 -5.398
O 5.916 0.994 -5.750
C 6.758 1.620 -6.782
C 6.702 0.900 -8.255
C 5.159 0.477 -8.730
C 4.927 -1.058 -8.165
C 3.510 -1.735 -8.632
C 2.584 -2.275 -7.358
C 1.325 -1.257 -7.005
C 0.520 -1.703 -5.616
C 0.919 -0.712 -4.329
C -0.135 0.551 -4.201
C 0.233 1.428 -2.864
C 1.734 2.127 -2.942
C 2.232 2.806 -1.536
C 2.414 1.890 -0.189
C 2.479 0.273 -0.448
C 3.359 -0.554 0.680
F 2.391 -0.842 1.804
F 4.461 0.226 1.290
C 3.876 -2.038 0.163
F 2.812 -2.904 -0.381
F 4.372 -2.734 1.410
C 5.233 -1.941 -0.813
F 5.268 -0.706 -1.637
F 6.350 -1.738 0.191
C 5.607 -3.328 -1.574
F 5.203 -4.558 -0.794
F 7.117 -3.396 -1.604
S 5.030 -3.551 -3.318
F 6.380 -4.637 -3.556
F 6.011 -2.309 -3.968
F 3.642 -2.575 -3.166
F 4.125 -4.945 -2.771
F 4.530 -3.918 -4.916
O 3.652 3.162 -1.852
C 3.611 4.460 -2.604
O 4.624 4.973 -3.323
O 2.224 4.998 -2.405
C 1.735 4.338 -1.150
C 2.552 5.184 -0.006
C 0.144 4.444 -0.772
O -0.627 5.410 -1.570
C -2.073 5.153 -1.476
H 5.021 2.992 -5.402
H 3.843 1.650 -6.118
H 4.425 1.584 -4.297
H 6.552 2.772 -6.939
H 7.891 1.534 -6.415
H 7.240 1.572 -9.081
H 7.353 -0.093 -8.187
H 4.990 0.581 -9.887
H 4.443 1.256 -8.208
H 5.064 -1.143 -6.989
H 5.806 -1.707 -8.629
H 3.787 -2.688 -9.291
H 2.838 -1.060 -9.319
H 3.284 -2.264 -6.417
H 2.249 -3.363 -7.637
H 0.524 -1.359 -7.877
H 1.703 -0.132 -6.967
H -0.639 -1.731 -5.789
H 0.979 -2.764 -5.323
H 2.031 -0.394 -4.508
H 0.904 -1.376 -3.350
H -1.259 0.204 -4.104
H -0.087 1.277 -5.141
H 0.058 0.834 -1.860
H -0.533 2.342 -2.840
H 1.693 2.867 -3.860
H 2.541 1.303 -3.237
H 1.442 2.083 0.476
H 3.311 2.338 0.415
H 2.800 -0.039 -1.538
H 1.361 -0.126 -0.326
H 3.374 4.538 0.570
H 1.854 5.617 0.860
H 3.123 6.142 -0.432
H -0.065 4.704 0.371
H -0.314 3.356 -0.922
H -2.362 4.088 -1.078
H -2.510 5.259 -2.573
H -2.548 5.928 -0.716
C -3.032 -1.414 3.622
O -2.158 -1.718 2.537
C -0.850 -1.162 2.706
C 0.130 -2.189 3.290
O -0.250 -2.598 4.606
C -1.000 -3.810 4.606
H -3.850 -2.136 3.612
H -2.522 -1.476 4.590
H -3.437 -0.410 3.491
H -0.895 -0.258 3.324
H -0.496 -0.870 1.712
H 1.114 -1.715 3.375
H 0.235 -3.058 2.630
H -0.316 -4.663 4.547
H -1.712 -3.863 3.781
H -1.556 -3.866 5.545
C -4.269 -3.684 9.076
O -5.685 -3.523 9.131
C -6.126 -2.289 8.555
C -6.579 -2.472 7.101
O -5.503 -2.889 6.256
C -5.468 -4.301 6.073
H -4.043 -4.746 9.186
H -3.852 -3.333 8.126
H -3.811 -3.133 9.898
H -5.341 -1.528 8.634
H -6.982 -1.949 9.146
H -6.924 -1.503 6.723
H -7.418 -3.175 7.032
H -6.181 -4.587 5.291
H -5.699 -4.850 6.988
H -4.460 -4.577 5.752
C -8.931 4.090 6.445
O -9.080 3.759 7.824
C -9.845 2.567 8.029
C -8.944 1.340 8.219
O -8.169 1.063 7.049
C -6.860 1.620 7.116
H -8.075 4.758 6.346
H -8.756 3.203 5.826
H -9.828 4.602 6.097
H -10.551 2.419 7.204
H -10.428 2.715 8.944
H -9.582 0.467 8.393
H -8.293 1.456 9.094
H -6.208 0.956 7.694
H -6.849 2.615 7.565
H -6.471 1.699 6.097
```